Computed, not measured: the molecule C3H4P2 in a non-equilibrium geometry, with the ωB97M-V functional and the def2-TZVPD basis.

* LUMO energy: -1.11 eV
* spin multiplicity: 1

Structure (XYZ):
```
9
Properties=species:S:1:pos:R:3:forces:R:3
C 1.383787 0.795001 0.246674 -1.7 -0.7 -0.3
C 0.060573 0.773676 0.108910 -1.2 -2.2 -1.0
C -0.725922 -0.737865 -0.273544 1.4 3.7 1.9
P -1.704547 -1.764752 0.949885 -0.7 1.0 -2.1
P -2.376489 -1.103495 -0.918184 0.1 -0.5 2.0
H 1.914199 1.722831 0.331184 0.4 0.0 0.2
H 1.820059 -0.178719 0.206473 1.1 -0.2 0.1
H -0.439234 1.727060 0.069282 -0.8 0.0 0.1
H 0.067574 -1.233736 -0.720680 1.3 -1.1 -0.9
```
Forces are in eV/Å.

Mulliken atomic charge list, values in e, 6 entries:
1 C -0.723
2 C -0.049
3 C -0.396
4 P -0.008
5 P -0.063
6 H 0.270

=====

Computed, not measured: the ion C14H34Cl2N3P2 with charge -1, with the ωB97M-V functional and the def2-TZVPD basis.

* LUMO energy: 3.00 eV
* charge: -1
* spin multiplicity: 1

Structure (XYZ):
```
55
Properties=species:S:1:pos:R:3:forces:R:3
C 5.160285 0.743818 2.521847 0.0 0.0 0.1
C 4.500784 0.627926 1.150335 -0.1 -0.1 -0.1
C 2.992054 0.845518 1.196144 0.0 0.0 0.1
C 2.291655 0.404338 -0.080319 -0.2 -0.2 -0.1
N 0.968798 0.986898 -0.211497 -0.1 0.0 0.0
P -0.405098 -0.104753 -0.723791 0.1 0.0 0.2
C -1.689170 -1.377397 -1.360734 0.0 0.0 0.1
N -1.144032 -2.065700 -2.509408 0.0 -0.3 0.0
C -2.060768 -2.985442 -3.147902 -0.1 0.1 0.0
P 0.801712 -0.237665 -2.778269 -0.1 0.0 0.0
N 1.730717 -1.540373 -2.915771 0.1 0.0 0.0
C -1.390119 1.553824 -1.329333 -0.1 0.0 -0.2
Cl -1.305482 2.932188 -0.197042 0.0 0.0 0.1
C -2.112895 1.885975 -2.404587 0.1 -0.1 0.1
C -2.782560 3.203974 -2.673732 0.0 0.1 -0.1
Cl -2.357029 0.755281 -3.729148 -0.2 -0.1 0.2
C -1.265316 -0.029952 1.004443 0.1 0.0 0.0
C -2.796890 -0.024851 0.987949 -0.1 0.1 -0.1
C -0.707503 -1.149040 1.884865 0.0 0.0 0.0
C -1.269206 -1.165342 3.309976 0.0 0.0 0.0
C -1.023931 0.148436 4.060301 0.0 0.0 0.1
H 6.214175 1.020714 2.453526 0.0 -0.1 0.0
H 5.099208 -0.198228 3.071009 0.0 0.0 0.0
H 4.659514 1.502647 3.130625 0.1 0.0 -0.1
H 4.690086 -0.361759 0.720991 0.1 0.0 0.0
H 4.943820 1.344555 0.452206 0.0 0.0 0.0
H 2.781932 1.909442 1.372079 0.1 0.0 0.0
H 2.576352 0.300816 2.053688 -0.1 0.0 0.0
H 2.925625 0.661546 -0.944024 0.0 0.1 0.0
H 2.220527 -0.695828 -0.091751 0.1 0.1 0.0
H 0.734283 1.504274 0.625048 0.0 0.0 -0.1
H 0.403009 -1.265925 -0.382129 0.0 0.0 0.0
H -2.669268 -0.974230 -1.616015 0.0 0.1 -0.1
H -1.838210 -2.056416 -0.502433 0.0 0.0 -0.1
H -0.281210 -2.544628 -2.254663 0.0 0.2 -0.1
H -2.979522 -2.445289 -3.399027 0.1 0.0 -0.1
H -2.354138 -3.845656 -2.519567 0.0 0.0 0.0
H -1.626639 -3.368544 -4.074671 0.0 0.0 0.0
H 0.028296 0.004047 -3.932492 0.1 0.0 0.0
H 1.534408 0.981494 -2.806106 0.1 0.0 0.0
H 2.717545 -1.311475 -2.862698 -0.1 0.0 0.0
H -3.387959 3.143920 -3.576390 0.0 0.0 0.0
H -2.041845 3.996867 -2.801647 0.0 0.0 0.0
H -3.413806 3.494211 -1.834198 0.0 0.0 0.0
H -0.946032 0.908492 1.460339 -0.1 0.0 0.0
H -3.213324 -1.035356 1.026536 0.0 0.0 0.0
H -3.207424 0.532410 1.837044 0.0 -0.1 0.0
H -3.182019 0.451805 0.082379 0.0 0.0 0.1
H 0.383062 -1.046828 1.946861 0.0 0.0 0.0
H -0.888399 -2.121390 1.410505 0.0 0.0 0.1
H -2.341741 -1.379506 3.276781 0.0 0.0 0.0
H -0.813382 -1.995014 3.859751 0.0 0.0 0.0
H -0.871940 -0.022780 5.129082 -0.1 0.0 0.0
H -1.857167 0.847230 3.956440 0.0 0.0 -0.1
H -0.133818 0.656696 3.678586 0.0 -0.1 0.0
```
Forces are in eV/Å.

Mulliken atomic charge list, values in e, 6 entries:
1 C -1.272
2 C -0.491
3 C -0.680
4 C -0.675
5 N -0.398
6 P 0.401

=====

Computed, not measured: a structure of composition C33H57CoN4OP2S in a non-equilibrium geometry, with the ωB97M-V functional and the def2-TZVPD basis.

* LUMO energy (alpha / beta): -1.97 / -3.94 eV
* charge: +1
* spin multiplicity: 4

Structure (XYZ):
```
99
Properties=species:S:1:pos:R:3:forces:R:3
C -2.423306 1.265560 -1.651394 0.4 -0.2 0.2
C -2.407949 -1.051350 -1.281706 -0.2 0.8 -0.1
C -3.477208 1.165594 -2.552551 -0.3 0.0 -0.2
C -3.588151 -1.167795 -2.070980 0.1 -0.5 -0.1
C -4.117681 -0.066370 -2.714364 0.0 0.2 0.3
H -3.775452 2.057232 -3.103407 0.0 -0.3 0.1
H -4.023551 -2.163565 -2.188877 0.1 0.4 -0.1
H -5.013306 -0.142660 -3.332161 0.3 -0.1 0.1
N -1.982084 0.218021 -0.941077 -0.3 -0.3 -1.6
P -0.746098 2.668450 0.068825 0.2 0.7 -0.6
P -0.177659 -2.428811 -0.015278 1.5 -0.9 0.6
C -1.639342 2.561023 -1.536851 0.0 0.1 -0.3
H -0.892313 2.585235 -2.344417 -0.2 -0.2 0.2
H -2.283233 3.429630 -1.707671 0.0 -0.3 0.0
C -1.623260 -2.186593 -0.982006 -2.6 -1.1 0.9
H -2.097301 -3.144101 -1.262649 0.0 0.7 -0.2
C 0.572765 -3.791080 -1.274337 -0.4 0.2 0.8
C -0.473823 -3.402902 1.651610 -0.6 0.0 -0.8
C 0.881264 3.651335 -0.244543 -0.6 0.4 0.2
C -2.095401 3.645226 1.004724 0.6 0.1 -0.1
C 2.064677 -3.473606 -1.188194 0.2 -0.1 -0.3
H 2.504028 -3.768191 -0.228285 -0.1 0.1 -0.2
H 2.617266 -3.981870 -1.993211 0.0 0.0 0.2
H 2.211964 -2.393337 -1.300558 0.1 -0.4 0.2
C 0.292648 -5.273780 -0.995314 0.1 -0.3 -0.2
H 0.632633 -5.634263 -0.021961 -0.1 0.1 -0.2
H -0.768022 -5.531402 -1.116402 0.2 0.1 0.0
H 0.834706 -5.870690 -1.747859 -0.1 0.2 0.1
C 0.053038 -3.532002 -2.693019 0.1 0.1 -0.2
H 0.710458 -4.038578 -3.418109 -0.2 0.1 0.2
H -0.957381 -3.919526 -2.866813 0.2 0.0 0.2
H 0.033432 -2.459814 -2.925366 -0.1 -0.4 -0.1
C 0.880462 -3.995361 2.072117 0.1 -0.1 -0.1
H 1.602471 -3.178537 2.218025 -0.2 -0.2 -0.1
H 0.772323 -4.513828 3.037528 -0.1 0.1 -0.2
H 1.320750 -4.703106 1.364696 -0.2 0.2 0.2
C -0.874521 -2.454149 2.776254 0.1 0.3 0.2
H -0.109750 -1.681969 2.915082 -0.4 -0.2 -0.1
H -1.843122 -1.978650 2.612688 0.1 -0.1 0.0
H -0.931449 -3.020065 3.720004 -0.1 0.0 -0.3
C -1.626531 -4.384873 1.457185 -0.2 -0.4 0.4
H -1.405029 -5.223761 0.794973 0.0 0.2 0.1
H -1.916580 -4.805261 2.433930 0.0 0.0 -0.2
H -2.505501 -3.851657 1.065105 0.2 -0.2 0.1
C -1.639065 3.828273 2.457610 -0.2 0.1 0.2
H -2.362993 4.490220 2.955258 0.2 -0.1 0.0
H -1.642281 2.872699 2.997701 0.0 0.2 -0.1
H -0.648495 4.297371 2.543764 -0.2 -0.1 -0.1
C -3.404108 2.833808 0.998226 0.1 -0.1 0.1
H -3.800810 2.687213 -0.012450 0.0 0.0 0.2
H -3.285369 1.861515 1.485574 -0.1 0.2 -0.2
H -4.150336 3.405626 1.566981 0.1 -0.1 -0.1
C -2.415960 5.016347 0.381615 -0.1 0.2 0.2
H -3.302005 5.411803 0.899684 0.2 -0.1 -0.1
H -1.617138 5.750400 0.512806 -0.2 -0.2 0.0
H -2.674756 4.969319 -0.682246 0.1 0.0 0.2
C 1.314287 3.424297 -1.696749 0.1 -0.1 0.0
H 0.682669 3.966299 -2.414032 0.1 -0.1 0.2
H 2.345493 3.787187 -1.832615 -0.2 -0.1 0.1
H 1.304698 2.356465 -1.948411 0.0 0.3 0.1
C 1.969920 3.094008 0.685915 0.0 -0.3 -0.2
H 2.134266 2.016039 0.536729 -0.1 0.4 0.1
H 2.920468 3.607763 0.477010 -0.3 0.0 0.1
H 1.729276 3.250024 1.746404 0.1 0.1 -0.2
C 0.739369 5.152643 0.015587 0.4 0.3 -0.2
H 0.034736 5.631898 -0.674828 0.2 -0.1 0.2
H 0.454758 5.378567 1.051685 0.0 -0.1 -0.3
H 1.719973 5.625858 -0.150466 -0.2 -0.1 0.0
Co -0.329577 0.424842 0.228388 0.6 0.3 -0.1
C -1.191038 0.412179 1.695956 -3.4 -1.0 5.3
O -1.774749 0.415287 2.718487 1.4 0.5 -2.4
N 0.568147 -0.037858 -1.376613 2.0 -2.4 -4.0
C 0.993966 -0.633461 -2.306195 0.9 3.9 1.6
C 2.083564 -0.534459 -3.403457 -0.1 -0.8 -0.2
C 1.908872 -1.593378 -4.478225 0.0 -0.4 -0.2
C 1.987041 0.835755 -4.073414 -0.3 0.6 0.1
C 3.453557 -0.711123 -2.737101 0.4 0.0 0.5
H 2.070120 -2.597206 -4.075321 0.0 0.2 -0.2
H 0.899345 -1.547020 -4.897415 0.2 -0.1 -0.1
H 2.642069 -1.420722 -5.276114 -0.2 0.0 0.2
H 2.390253 1.625537 -3.427047 -0.2 -0.2 -0.2
H 2.566404 0.848416 -5.009955 -0.1 -0.2 0.4
H 0.941986 1.062773 -4.327638 0.3 0.1 0.0
H 4.253625 -0.354973 -3.404587 -0.4 -0.1 0.1
H 3.523334 -0.145943 -1.790292 0.0 -0.2 -0.4
H 3.651510 -1.768131 -2.518671 0.0 0.4 -0.1
C 2.362034 -1.617705 4.567996 0.0 -0.2 0.1
N 1.769824 -0.294827 4.435503 -0.3 0.1 -0.4
C 1.444497 0.504202 5.521577 -0.1 0.5 -0.3
C 0.926631 1.658202 5.033242 0.0 -0.5 0.1
N 0.903330 1.527442 3.656419 0.2 -0.2 0.0
C 1.417631 0.325943 3.269969 0.2 0.4 -0.1
S 1.570619 -0.241225 1.661059 1.2 -0.1 1.1
H 1.605086 -2.408004 4.485138 0.1 0.3 -0.1
H 3.127437 -1.767921 3.803705 -0.1 0.1 0.1
H 2.818050 -1.679941 5.561983 0.0 0.0 -0.3
H 1.627561 0.174887 6.532417 0.0 0.1 -0.1
H 0.557501 2.537574 5.529236 0.0 0.0 0.0
H 0.614935 2.251439 3.006788 0.0 -0.5 0.2
```
Forces are in eV/Å.

Mulliken atomic charge list, values in e, 6 entries:
1 C 0.030
2 C 0.314
3 C -0.815
4 C -1.290
5 C -0.838
6 H 0.530